Entry 1:
The following is a quantum chemistry calculation of a structure of composition C30H47BrN3O2PSZr, from OMol25.

The geometry in XYZ format:
```
86
Properties=species:S:1:pos:R:3:forces:R:3:lowdin_charge:R:1
Zr -0.072 -0.270 0.082 2.5030 1.8439 -0.0827 1.391
O -2.817 -3.419 0.636 0.1631 0.0346 -0.1831 0.069
C -3.608 -2.944 1.635 -0.1204 0.1744 0.2091 -0.256
C -4.620 -3.754 2.144 0.2845 0.0391 -0.2477 0.013
C -5.436 -3.288 3.156 0.0897 0.1028 -0.0361 -0.049
C -5.275 -2.003 3.657 -0.0011 0.0650 0.1428 -0.070
C -4.263 -1.203 3.168 0.0574 -0.0437 -0.1651 -0.037
C -3.413 -1.666 2.167 0.1940 0.1137 -0.2871 -0.124
C -2.215 -0.830 1.767 -0.8664 0.1167 2.3875 -0.393
O -1.844 -0.864 0.439 -1.3405 -0.1755 -0.5525 -0.361
N -1.076 -1.347 2.575 -0.8085 -0.5644 0.3564 0.034
N 0.145 -0.863 2.273 0.7914 0.4392 0.8061 -0.197
C 1.081 -0.765 3.163 -0.7598 -0.3677 -0.2311 -0.156
C 2.415 -0.435 2.805 0.9103 0.1923 -0.4988 -0.497
Br 2.639 -0.246 0.848 0.1798 0.0091 0.8310 0.889
C 3.529 -0.315 3.564 -0.4762 -0.0765 -0.8028 -0.052
C 3.621 -0.259 4.998 0.0671 0.0818 0.7800 -0.221
C 4.814 -0.689 5.605 -0.2949 -0.0442 -0.2186 -0.012
C 4.964 -0.639 6.974 0.0121 0.0406 0.0799 -0.044
C 3.952 -0.114 7.766 -0.0323 0.0281 -0.1609 -0.036
C 2.781 0.350 7.179 -0.0824 -0.0812 0.0797 -0.052
C 2.610 0.274 5.812 0.1552 -0.0556 -0.2108 -0.034
H -2.328 -2.667 0.263 -0.2575 -0.4013 0.0916 0.061
H -4.742 -4.742 1.729 -0.0356 -0.0987 -0.0293 0.128
H -6.206 -3.927 3.557 -0.1244 -0.0812 0.0041 0.117
H -5.926 -1.630 4.432 -0.0736 0.0032 0.0693 0.111
H -4.121 -0.205 3.559 -0.0031 0.1387 0.0709 0.116
H -2.407 0.230 2.071 -0.0311 -0.6133 -0.2637 0.117
H -1.281 -1.521 3.559 0.0029 0.0861 -0.2287 0.166
H 0.892 -1.022 4.206 -0.0136 -0.0225 -0.0874 0.148
H 4.474 -0.259 3.038 0.0746 0.0331 -0.0915 0.120
H 5.602 -1.093 4.989 0.1472 -0.0148 -0.0721 0.122
H 5.877 -0.994 7.425 0.0740 -0.0126 0.0430 0.119
H 4.082 -0.035 8.834 0.0140 -0.0433 0.1215 0.119
H 1.998 0.772 7.791 -0.0154 0.0771 0.0561 0.116
H 1.727 0.702 5.362 -0.1198 0.0543 -0.0229 0.108
C 3.037 0.351 -3.279 -0.1166 -0.0699 0.0443 -0.080
C 1.847 1.211 -3.716 -0.3854 -0.1796 0.3740 -0.593
C 2.139 2.620 -3.198 -0.1349 0.0421 0.1485 -0.081
C 1.726 1.230 -5.234 -0.1599 -0.0622 0.0431 -0.058
P 0.279 0.580 -2.797 -0.3596 -0.5474 -2.4630 0.950
N 0.406 1.008 -1.289 -0.1662 -0.4944 0.8414 -0.444
C -1.370 1.312 -3.484 0.4876 -0.0445 0.3544 -0.579
C -2.470 1.015 -2.448 0.2201 -0.1736 0.1687 -0.084
C -1.805 0.837 -4.865 0.2105 -0.1098 0.0720 -0.057
C -1.147 2.827 -3.526 0.1635 0.0106 0.0346 -0.085
C 0.169 -1.380 -2.919 -0.0299 0.5526 0.0356 -0.578
C -1.249 -1.883 -2.604 0.1036 0.1999 -0.0630 -0.075
C 1.088 -1.992 -1.834 0.1513 0.5945 -0.6179 -0.108
C 0.558 -1.908 -4.302 0.1405 0.1188 0.1154 -0.060
H 3.949 0.788 -3.684 0.0350 0.0713 -0.0112 0.104
H 2.991 -0.669 -3.646 0.0240 -0.1147 0.0339 0.068
H 3.129 0.356 -2.190 0.0904 -0.0501 0.0166 0.054
H 3.112 2.934 -3.571 0.1149 -0.0229 -0.0742 0.102
H 2.178 2.624 -2.111 0.0433 0.0887 0.0520 0.061
H 1.415 3.354 -3.528 -0.0827 0.0989 -0.0278 0.068
H 2.686 1.515 -5.661 0.0984 0.0203 -0.0030 0.103
H 1.000 1.968 -5.562 -0.0965 0.0523 -0.0873 0.074
H 1.456 0.263 -5.644 -0.0145 -0.0858 -0.1200 0.071
H -3.054 0.141 -2.722 0.0127 -0.0781 0.0773 0.085
H -3.161 1.856 -2.402 0.0075 0.0443 0.0567 0.099
H -2.045 0.864 -1.439 -0.4880 0.1922 -0.4273 0.021
H -2.043 -0.222 -4.884 -0.0407 -0.1156 -0.0557 0.068
H -1.051 1.039 -5.619 0.0479 0.0108 -0.1362 0.075
H -2.708 1.378 -5.145 -0.0639 0.0370 -0.0275 0.106
H -0.679 3.175 -2.605 -0.0306 0.1676 -0.0150 0.067
H -2.102 3.339 -3.644 -0.0815 -0.0497 0.0109 0.100
H -0.529 3.114 -4.372 0.1046 0.0673 -0.0122 0.075
H -1.664 -1.405 -1.706 -0.2101 -0.2536 -0.2863 0.038
H -1.220 -2.966 -2.447 0.0538 0.0724 0.0987 0.115
H -1.927 -1.715 -3.439 -0.0784 0.1248 0.1580 0.087
H 0.586 -1.991 -0.827 0.5371 -1.0364 -0.5585 0.024
H 2.050 -1.477 -1.775 -0.1400 -0.1865 0.2282 0.040
H 1.285 -3.038 -2.089 -0.2052 0.0341 0.4103 0.126
H -0.015 -1.408 -5.078 -0.0485 -0.0008 -0.0837 0.079
H 0.349 -2.976 -4.370 -0.0599 -0.0545 0.0709 0.105
H 1.614 -1.770 -4.510 0.0528 -0.0046 -0.1040 0.072
C -1.845 2.854 0.606 0.1621 -0.1432 0.0473 -0.316
S -0.504 2.033 1.523 0.0187 0.3849 -0.3118 0.793
C 0.879 3.070 0.951 -0.1332 -0.1247 0.0042 -0.336
H -1.573 2.904 -0.447 -0.0313 0.0158 0.0657 0.021
H -1.988 3.850 1.020 0.0349 -0.0393 0.0259 0.062
H -2.756 2.273 0.736 -0.0096 -0.0006 -0.0162 0.051
H 0.638 4.109 1.162 -0.0273 0.0014 0.0717 0.060
H 1.019 2.900 -0.118 -0.0130 0.0614 0.1776 0.003
H 1.767 2.783 1.510 0.0283 0.0010 0.0077 0.034
```
Positions in Å, forces in eV/Å.

E in eV: -131872.22425
Spin multiplicity: 1
Total charge: +2

Entry 2:
The following is a quantum chemistry calculation of a structure of composition C23H37Cl36NO3S, from OMol25.

The geometry in XYZ format:
```
101
Properties=species:S:1:pos:R:3:forces:R:3:lowdin_charge:R:1
O 4.222 2.909 -1.666 -6.7906 5.2597 2.5927 -0.024
C 3.165 3.626 -1.262 4.2279 -4.5666 -1.6865 -0.267
C 1.697 2.987 -0.908 -0.7623 6.2240 1.2259 0.133
C 0.938 4.221 -0.494 2.3070 -4.5809 -1.6552 -0.114
N -0.496 4.067 -0.038 -2.4498 1.3301 -6.3267 0.045
C -1.390 4.150 -1.077 2.1601 1.6435 0.9632 -0.508
S -2.423 4.561 -2.388 3.6136 -1.8025 4.8518 0.630
C 1.927 5.536 -0.598 -2.5134 4.7645 1.6482 -0.257
O 1.570 6.787 -0.272 2.8698 -8.6099 -2.6687 -0.001
O 3.282 5.100 -1.053 -4.4193 -2.2450 -0.6661 -0.140
H 1.287 1.888 -0.912 1.3372 2.4070 -0.0990 0.130
C 4.091 5.168 3.009 0.1911 0.0850 0.1899 -0.963
Cl 2.911 4.301 3.999 -0.0199 0.0814 0.0748 0.505
Cl 3.728 4.994 1.287 0.9125 0.1176 1.7999 0.762
H 4.067 6.228 3.272 -0.0913 -0.2337 -0.1136 0.019
H 5.087 4.762 3.205 -0.3157 -0.0177 -0.0630 -0.009
C -2.908 1.908 1.954 0.1077 0.1545 0.3056 -1.002
Cl -4.328 1.957 0.902 -0.1013 0.1114 -0.1250 0.501
Cl -1.695 0.782 1.332 -0.6569 0.5933 0.4294 0.474
H -2.470 2.908 2.008 -0.1029 -0.2477 -0.1479 0.022
H -3.215 1.585 2.951 -0.0024 -0.0029 -0.3076 0.023
C 1.498 8.167 2.625 0.0120 -0.3287 -0.3128 -1.041
Cl 2.752 9.293 3.160 0.1543 -0.0595 0.0136 0.502
Cl -0.112 8.761 3.047 -0.0395 -0.0968 -0.0202 0.508
H 1.562 8.053 1.540 -0.0349 0.1470 0.3610 -0.004
H 1.659 7.200 3.107 -0.0863 0.2778 0.0013 0.009
C -5.549 7.329 -2.136 -0.2377 0.3134 0.0478 -1.011
Cl -4.264 7.685 -0.975 -0.0860 0.0772 -0.0015 0.503
Cl -5.211 5.837 -3.022 -0.4138 0.0696 -0.1880 0.461
H -6.493 7.217 -1.598 0.3157 -0.0912 -0.1053 0.031
H -5.625 8.155 -2.847 0.1404 -0.2707 0.1532 0.031
C 5.379 -0.258 -0.682 0.1963 0.2519 0.1213 -1.038
Cl 6.150 -1.720 -1.308 0.1147 0.0098 0.0012 0.514
Cl 3.633 -0.293 -0.953 0.1059 0.1562 0.1777 0.493
H 5.571 -0.186 0.391 -0.1525 -0.2328 -0.4134 -0.050
H 5.801 0.613 -1.191 -0.1459 -0.2175 0.0557 -0.009
C 6.686 1.516 -4.086 -0.3725 0.1369 -0.1693 -1.018
Cl 7.971 1.871 -2.925 -0.0428 0.0817 0.1290 0.520
Cl 7.024 0.024 -4.971 -0.0801 0.0398 -0.0288 0.507
H 5.742 1.404 -3.548 0.2811 -0.0156 -0.0541 0.010
H 6.610 2.342 -4.797 0.1454 -0.2397 0.1979 0.034
C 6.955 2.140 3.358 0.4073 -0.0225 0.0884 -0.995
Cl 5.903 2.536 4.722 0.1396 -0.0105 0.0381 0.524
Cl 6.009 1.662 1.943 0.0817 0.1971 0.0760 0.575
H 7.555 3.017 3.105 -0.2566 -0.1894 0.0252 0.033
H 7.611 1.314 3.643 -0.2805 0.1672 -0.0729 0.032
C 1.094 -1.493 2.292 -0.0135 -0.2352 0.1859 -1.031
Cl 0.523 -0.757 0.789 0.6462 -0.6255 -0.1385 0.415
Cl 1.839 -0.287 3.348 0.0588 -0.0311 0.0597 0.510
H 0.245 -1.945 2.811 0.2204 0.2922 -0.1743 -0.028
H 1.833 -2.262 2.053 -0.1437 0.2801 -0.0109 0.030
C -7.247 0.637 2.411 0.2465 0.0125 -0.3741 -1.051
Cl -8.585 -0.330 3.045 -0.0863 -0.0464 -0.0820 0.513
Cl -6.528 1.635 3.681 0.0092 0.0001 -0.0009 0.494
H -6.483 -0.033 2.009 -0.1977 0.1560 0.2095 0.014
H -7.623 1.287 1.618 0.0291 -0.1350 0.3099 0.030
C 0.241 -3.391 -2.492 0.0947 -0.2681 -0.2242 -1.006
Cl 1.495 -2.265 -1.957 0.0188 -0.4077 -0.3378 0.459
Cl -1.369 -2.797 -2.070 -0.0474 -0.0923 -0.0117 0.493
H 0.306 -3.505 -3.577 -0.0436 0.1379 0.2888 0.030
H 0.402 -4.358 -2.009 -0.0539 0.3190 -0.0239 0.030
C 6.430 -5.756 -1.882 0.0480 0.3920 -0.0301 -1.111
Cl 6.172 -7.288 -2.726 -0.0966 -0.0657 0.0865 0.496
Cl 7.833 -4.900 -2.534 0.0005 0.1319 -0.0028 0.497
H 5.543 -5.129 -2.003 0.2173 -0.1367 -0.1251 0.027
H 6.597 -5.957 -0.822 0.3761 0.2309 -1.1349 -0.121
C -5.198 -3.395 -1.951 -0.0231 -0.3551 0.1774 -1.037
Cl -5.769 -2.660 -3.453 -0.0367 -0.0788 -0.0647 0.524
Cl -4.453 -2.189 -0.895 -0.0350 -0.0122 0.1038 0.485
H -6.046 -3.848 -1.431 0.2184 0.2193 -0.1562 -0.010
H -4.459 -4.164 -2.190 -0.1263 0.2966 0.0002 0.026
C -10.213 -3.634 4.699 0.1729 0.2887 0.1657 -1.036
Cl -9.442 -5.097 4.073 0.1004 0.0499 0.0318 0.494
Cl -11.959 -3.670 4.428 0.0026 0.1010 0.0491 0.496
H -10.020 -3.563 5.773 -0.1132 -0.1289 -0.2927 0.031
H -9.791 -2.764 4.190 -0.1459 -0.3060 0.0388 -0.017
C -8.902 -4.507 -3.016 -0.1950 0.3374 0.1652 -1.068
Cl -9.379 -4.817 -4.690 0.0407 0.0309 0.0255 0.498
Cl -7.849 -5.790 -2.407 0.0473 -0.0178 0.1052 0.524
H -8.367 -3.555 -2.969 -0.0427 -0.3052 -0.1308 -0.012
H -9.799 -4.456 -2.394 0.2765 -0.2032 -0.2302 -0.022
C 11.754 2.659 -3.333 -0.2419 -0.2985 0.0159 -1.045
Cl 13.069 3.037 -2.215 -0.0087 -0.0887 0.0669 0.495
Cl 11.612 3.895 -4.589 -0.0924 -0.0727 -0.0268 0.494
H 11.954 1.694 -3.805 0.0353 0.3217 0.0887 0.031
H 10.816 2.609 -2.775 0.2911 0.1318 -0.1549 -0.014
C -13.146 -3.334 -4.240 -0.2528 -0.3049 -0.0732 -1.014
Cl -11.831 -2.956 -3.122 -0.2247 0.0880 0.1459 0.530
Cl -13.288 -2.098 -5.496 -0.0656 -0.0897 0.0044 0.505
H -12.946 -4.299 -4.712 0.0906 0.3116 0.0897 0.029
H -14.084 -3.384 -3.682 0.2978 0.1402 -0.1059 0.030
C 0.103 -5.273 4.068 -0.0105 -0.3759 0.1460 -1.008
Cl -0.469 -4.537 2.566 -0.1010 -0.2047 -0.0920 0.538
Cl 0.848 -4.067 5.124 0.0191 -0.0571 0.0263 0.519
H -0.746 -5.725 4.588 0.1800 0.2454 -0.1513 0.030
H 0.841 -6.042 3.829 -0.1387 0.3073 0.0067 0.029
C 6.083 -7.999 1.812 -0.0528 -0.4406 0.1315 -0.984
Cl 7.008 -7.431 3.207 -0.0331 -0.1115 -0.0245 0.513
Cl 5.601 -6.650 0.776 -0.5898 -0.5000 1.0617 0.608
H 6.700 -8.690 1.232 -0.1037 0.3075 0.1075 0.038
H 5.186 -8.514 2.165 0.2112 0.2491 -0.0627 0.031
```
Positions in Å, forces in eV/Å.

E in eV: -493719.08975
Spin multiplicity: 1

How do the records compare in HOMO level? In the order shown, they have -13.0287 -10.0922 eV.
How do the records compare in gap between HOMO and LUMO? In the order shown, they have 0.237 0.299 Ha.